The following is a DFT calculation (the ωB97M-V functional and the def2-TZVPD basis) of a cluster of 4 separate species, C28H51BrF5O11PS6 in total in a non-equilibrium geometry.

Structure (ORCA input):
```
! wB97M-V def2-TZVPD RIJCOSX def2/J DEFGRID3
* xyz 0 1
C 7.071 -0.608 2.285
C 5.625 -0.827 1.807
C 5.604 -0.824 0.254
C 6.792 -1.571 -0.390
C 4.195 -1.037 -0.341
C 3.955 -0.488 -1.776
C 4.583 -1.294 -2.954
C 5.897 -0.736 -3.562
P 4.540 1.295 -1.907
S 3.647 2.490 -0.652
C 2.405 -0.363 -1.888
Br 1.802 0.828 -3.333
O 1.739 -1.583 -2.168
S 2.204 -2.872 -1.332
O 1.066 -3.451 -0.711
O 2.772 -3.765 -2.260
C 3.481 -2.401 -0.055
C 2.701 -2.389 1.277
C 1.559 -1.365 1.343
C 0.438 -1.833 2.296
C -0.915 -1.294 1.853
F -1.209 -1.847 0.679
F -1.817 -1.699 2.749
C -0.965 0.239 1.726
F -0.278 0.766 2.720
F -2.215 0.669 1.853
F -0.534 0.665 0.578
S 4.549 -3.899 0.019
C 3.524 -5.381 0.183
O 5.390 -3.874 1.182
O 5.351 -4.098 -1.148
H 7.607 0.070 1.624
H 7.622 -1.545 2.286
H 7.099 -0.229 3.303
H 5.294 -1.767 2.235
H 5.058 0.054 2.113
H 5.831 0.228 0.073
H 7.151 -2.361 0.259
H 6.596 -1.993 -1.367
H 7.633 -0.889 -0.506
H 3.605 -0.320 0.243
H 3.870 -1.230 -3.779
H 4.715 -2.353 -2.756
H 5.716 0.052 -4.285
H 6.633 -0.471 -2.813
H 6.330 -1.563 -4.124
H 4.513 1.699 -3.251
H 5.912 1.291 -1.588
H 2.007 0.095 -0.991
H 2.260 -3.370 1.426
H 3.356 -2.232 2.128
H 1.938 -0.432 1.764
H 1.109 -1.106 0.389
H 0.337 -2.917 2.268
H 0.645 -1.556 3.324
H 2.473 -5.171 0.358
H 3.971 -6.016 0.936
H 3.589 -5.916 -0.758
O -4.077 4.611 -2.727
S -4.929 3.625 -2.115
O -6.329 3.513 -2.447
C -4.160 2.023 -2.303
C -3.273 1.884 -1.076
C -4.103 2.406 0.103
C -4.746 3.737 -0.328
H -3.609 1.985 -3.241
H -4.951 1.277 -2.301
H -2.963 0.850 -0.928
H -2.374 2.494 -1.190
H -4.887 1.684 0.344
H -3.495 2.536 0.991
H -5.722 3.886 0.127
H -4.105 4.587 -0.108
O -1.238 5.026 2.135
S -2.387 4.768 2.963
O -3.692 4.539 2.391
C -1.994 3.436 4.088
C -1.391 4.132 5.303
C -2.274 5.359 5.562
C -2.500 6.053 4.213
H -1.315 2.742 3.606
H -2.927 2.933 4.344
H -1.357 3.469 6.167
H -0.370 4.451 5.081
H -3.231 5.038 5.977
H -1.819 6.040 6.281
H -3.480 6.520 4.154
H -1.726 6.788 4.004
O -9.688 -2.674 -2.657
S -8.533 -2.778 -3.510
O -8.545 -3.585 -4.703
C -7.974 -1.128 -3.919
C -7.004 -0.770 -2.799
C -6.155 -2.027 -2.562
C -7.113 -3.223 -2.503
H -8.827 -0.458 -3.983
H -7.465 -1.181 -4.881
H -6.390 0.087 -3.063
H -7.557 -0.522 -1.890
H -5.457 -2.155 -3.392
H -5.566 -1.950 -1.648
H -6.662 -4.127 -2.904
H -7.467 -3.404 -1.489
*
```

Summary:
HOMO level in eV: -9.2
SMILES: CC[C@@H](C)[C@H]1[C@](CC)([PH2]=S)[C@@H](Br)OS(=O)(=O)[C@@]1(CCCC(F)(F)C(F)(F)F)S(C)(=O)=O.O=S1(=O)CCCC1.O=S1(=O)CCCC1.O=S1(=O)CCCC1
Strongest force on any atom in eV/A: 3.114

Atomic partial charges in e from the Löwdin method, atoms 1 to 99: atom 1 (C): -0.088, atom 2 (C): -0.199, atom 3 (C): -0.322, atom 4 (C): -0.060, atom 5 (C): -0.235, atom 6 (C): -0.521, atom 7 (C): -0.207, atom 8 (C): -0.117, atom 9 (P): 0.399, atom 10 (S): 0.178, atom 11 (C): -0.721, atom 12 (Br): 0.793, atom 13 (O): -0.242, atom 14 (S): 0.641, atom 15 (O): -0.227, atom 16 (O): -0.233, atom 17 (C): -0.359, atom 18 (C): -0.174, atom 19 (C): -0.160, atom 20 (C): -0.048, atom 21 (C): -0.489, atom 22 (F): 0.151, atom 23 (F): 0.146, atom 24 (C): -0.605, atom 25 (F): 0.185, atom 26 (F): 0.176, atom 27 (F): 0.217, atom 28 (S): 0.666, atom 29 (C): -0.099, atom 30 (O): -0.287, atom 31 (O): -0.291, atom 32 (H): 0.076, atom 33 (H): 0.075, atom 34 (H): 0.073, atom 35 (H): 0.081, atom 36 (H): 0.117, atom 37 (H): 0.083, atom 38 (H): 0.071, atom 39 (H): 0.054, atom 40 (H): 0.085, atom 41 (H): 0.099, atom 42 (H): 0.104, atom 43 (H): 0.089, atom 44 (H): 0.065, atom 45 (H): 0.045, atom 46 (H): 0.088, atom 47 (H): -0.017, atom 48 (H): -0.002, atom 49 (H): 0.057, atom 50 (H): 0.095, atom 51 (H): 0.119, atom 52 (H): 0.127, atom 53 (H): 0.087, atom 54 (H): 0.136, atom 55 (H): 0.136, atom 56 (H): 0.053, atom 57 (H): 0.076, atom 58 (H): 0.075, atom 59 (O): -0.317, atom 60 (S): 0.669, atom 61 (O): -0.332, atom 62 (C): -0.230, atom 63 (C): -0.221, atom 64 (C): -0.217, atom 65 (C): -0.215, atom 66 (H): 0.111, atom 67 (H): 0.072, atom 68 (H): 0.106, atom 69 (H): 0.125, atom 70 (H): 0.122, atom 71 (H): 0.073, atom 72 (H): 0.105, atom 73 (H): 0.091, atom 74 (O): -0.306, atom 75 (S): 0.670, atom 76 (O): -0.322, atom 77 (C): -0.230, atom 78 (C): -0.216, atom 79 (C): -0.213, atom 80 (C): -0.216, atom 81 (H): 0.081, atom 82 (H): 0.114, atom 83 (H): 0.116, atom 84 (H): 0.121, atom 85 (H): 0.117, atom 86 (H): 0.114, atom 87 (H): 0.103, atom 88 (H): 0.106, atom 89 (O): -0.319, atom 90 (S): 0.660, atom 91 (O): -0.325, atom 92 (C): -0.225, atom 93 (C): -0.221, atom 94 (C): -0.215, atom 95 (C): -0.221, atom 96 (H): 0.110, atom 97 (H): 0.109, atom 98 (H): 0.090, atom 99 (H): 0.125

***

The following is a DFT calculation (the ωB97M-V functional and the def2-TZVPD basis) of a structure of composition C28H51IN3PS in a non-equilibrium geometry.

Structure (ORCA input):
```
! wB97M-V def2-TZVPD RIJCOSX def2/J DEFGRID3
* xyz 0 1
C -6.260 -2.691 1.082
C -5.646 -1.302 1.174
C -4.696 -0.813 0.041
I -4.918 -1.843 -1.828
C -3.256 -0.668 0.490
C -2.327 -1.760 0.743
P -2.792 -3.527 0.506
C -1.830 -4.512 1.766
C -0.433 -4.994 1.367
C -2.000 -3.984 -1.084
C -2.285 -5.457 -1.460
C -1.072 -1.528 1.217
C -0.625 -0.213 1.486
N 0.560 0.158 1.973
S 0.487 1.767 2.079
N -0.984 2.039 1.526
C -1.521 0.853 1.222
C -2.837 0.622 0.717
N -3.682 1.738 0.483
C -3.618 2.326 -0.659
C -2.372 3.003 -1.179
C -4.799 2.364 -1.582
H -6.924 -2.787 0.227
H -6.899 -2.821 1.960
H -5.532 -3.495 1.111
H -6.487 -0.605 1.166
H -5.129 -1.137 2.119
H -4.990 0.202 -0.177
H -1.807 -3.890 2.660
H -2.451 -5.389 1.939
H 0.151 -5.290 2.240
H 0.148 -4.238 0.839
H -0.483 -5.855 0.703
H -0.917 -3.843 -1.047
H -2.339 -3.333 -1.883
H -1.341 -5.943 -1.712
H -2.891 -5.502 -2.361
H -2.725 -6.030 -0.646
H -0.405 -2.351 1.427
H -1.654 2.221 -1.456
H -2.587 3.559 -2.087
H -1.904 3.605 -0.408
H -4.667 1.502 -2.243
H -4.870 3.292 -2.145
H -5.727 2.201 -1.036
C 1.626 2.578 -2.054
C 2.408 2.946 -3.310
C 2.107 4.357 -3.814
C 0.654 4.594 -4.227
C 0.130 3.655 -5.312
C 0.880 3.778 -6.635
H 0.550 2.589 -2.235
H 1.892 1.575 -1.716
H 1.843 3.273 -1.240
H 2.209 2.211 -4.095
H 3.477 2.877 -3.094
H 2.769 4.582 -4.654
H 2.366 5.076 -3.030
H 0.556 5.628 -4.574
H 0.007 4.513 -3.347
H -0.926 3.882 -5.485
H 0.165 2.618 -4.966
H 0.819 4.798 -7.022
H 0.450 3.112 -7.384
H 1.933 3.516 -6.529
C 3.904 0.923 2.151
C 3.689 0.020 3.362
C 4.628 0.336 4.527
C 6.116 0.152 4.225
C 6.509 -1.248 3.757
C 6.237 -2.334 4.795
H 4.909 0.810 1.740
H 3.197 0.678 1.359
H 3.761 1.974 2.419
H 3.794 -1.026 3.062
H 2.660 0.133 3.708
H 4.349 -0.285 5.382
H 4.464 1.371 4.843
H 6.686 0.398 5.127
H 6.428 0.878 3.469
H 7.577 -1.247 3.522
H 5.993 -1.495 2.825
H 6.779 -2.130 5.721
H 6.562 -3.308 4.427
H 5.175 -2.410 5.031
*
```

Summary:
HOMO level in eV: -7.9
Strongest force on any atom in eV/A: 2.641

The net atomic charges from Löwdin, expressed in e, are: atom 1 (C): -0.181, atom 2 (C): -0.273, atom 3 (C): -0.664, atom 4 (I): 0.922, atom 5 (C): -0.219, atom 6 (C): -0.296, atom 7 (P): 0.979, atom 8 (C): -0.397, atom 9 (C): -0.162, atom 10 (C): -0.454, atom 11 (C): -0.154, atom 12 (C): -0.035, atom 13 (C): -0.352, atom 14 (N): -0.195, atom 15 (S): 1.014, atom 16 (N): -0.223, atom 17 (C): -0.294, atom 18 (C): -0.168, atom 19 (N): 0.120, atom 20 (C): -0.350, atom 21 (C): -0.024, atom 22 (C): -0.029, atom 23 (H): 0.037, atom 24 (H): 0.071, atom 25 (H): 0.014, atom 26 (H): 0.106, atom 27 (H): 0.115, atom 28 (H): 0.019, atom 29 (H): 0.071, atom 30 (H): 0.060, atom 31 (H): 0.071, atom 32 (H): 0.050, atom 33 (H): 0.062, atom 34 (H): 0.065, atom 35 (H): 0.007, atom 36 (H): 0.065, atom 37 (H): 0.064, atom 38 (H): 0.056, atom 39 (H): 0.092, atom 40 (H): 0.081, atom 41 (H): 0.072, atom 42 (H): 0.078, atom 43 (H): 0.077, atom 44 (H): 0.077, atom 45 (H): 0.087, atom 46 (C): -0.108, atom 47 (C): -0.265, atom 48 (C): -0.227, atom 49 (C): -0.229, atom 50 (C): -0.272, atom 51 (C): -0.111, atom 52 (H): 0.044, atom 53 (H): 0.071, atom 54 (H): 0.077, atom 55 (H): 0.099, atom 56 (H): 0.105, atom 57 (H): 0.101, atom 58 (H): 0.110, atom 59 (H): 0.110, atom 60 (H): 0.092, atom 61 (H): 0.103, atom 62 (H): 0.098, atom 63 (H): 0.075, atom 64 (H): 0.069, atom 65 (H): 0.065, atom 66 (C): -0.131, atom 67 (C): -0.275, atom 68 (C): -0.227, atom 69 (C): -0.231, atom 70 (C): -0.272, atom 71 (C): -0.113, atom 72 (H): 0.067, atom 73 (H): 0.040, atom 74 (H): 0.069, atom 75 (H): 0.102, atom 76 (H): 0.078, atom 77 (H): 0.101, atom 78 (H): 0.109, atom 79 (H): 0.108, atom 80 (H): 0.100, atom 81 (H): 0.103, atom 82 (H): 0.097, atom 83 (H): 0.074, atom 84 (H): 0.068, atom 85 (H): 0.064

***

The following is a DFT calculation (the ωB97M-V functional and the def2-TZVPD basis) of a cluster of 4 separate species, C28H52BF11N2O12S4Si in total in a non-equilibrium geometry.

Structure (ORCA input):
```
! wB97M-V def2-TZVPD RIJCOSX def2/J DEFGRID3
* xyz 0 1
C -2.506 -2.854 3.993
C -2.641 -4.058 3.039
N -2.814 -3.692 1.634
C -1.539 -3.439 0.956
O -1.451 -2.072 0.664
C -1.005 -1.568 -0.565
C -1.622 -0.136 -0.681
C -3.146 -0.147 -0.373
C -3.425 0.138 1.112
F -4.759 0.417 1.296
N -1.227 0.529 -1.904
C -1.016 1.979 -1.776
C 0.466 2.327 -2.114
O 1.090 2.856 -0.951
Si 2.776 3.017 -1.021
C 3.364 4.816 -1.041
C 3.587 2.154 -2.494
C 3.427 2.157 0.534
B -1.949 0.150 -3.124
O -1.355 -0.658 -4.100
O -3.253 0.601 -3.408
C 0.529 -1.428 -0.757
F 0.798 -1.589 -2.057
F 0.992 -0.222 -0.397
C 1.440 -2.430 0.001
F 1.422 -3.640 -0.489
F 1.209 -2.429 1.306
F 2.702 -1.991 -0.132
S -1.489 -4.718 -0.346
O -0.566 -5.739 0.127
O -1.209 -4.332 -1.712
C -3.147 -5.594 -0.361
F -2.983 -6.499 -1.324
F -3.368 -6.272 0.747
C -4.354 -4.680 -0.772
F -4.896 -5.098 -1.887
F -5.280 -4.689 0.166
F -3.950 -3.426 -0.931
H -3.308 -2.136 3.795
H -2.683 -3.223 5.010
H -1.505 -2.421 3.980
H -1.849 -4.795 3.189
H -3.565 -4.568 3.342
H -3.363 -2.849 1.527
H -0.771 -3.714 1.688
H -1.388 -2.070 -1.461
H -1.197 0.439 0.153
H -3.634 -1.075 -0.694
H -3.654 0.666 -0.898
H -2.838 1.024 1.384
H -3.099 -0.670 1.768
H -1.219 2.357 -0.771
H -1.677 2.515 -2.468
H 0.446 3.119 -2.879
H 0.919 1.403 -2.480
H 3.211 5.221 -2.050
H 4.460 4.813 -0.910
H 2.945 5.462 -0.268
H 3.052 2.431 -3.409
H 4.637 2.446 -2.561
H 3.533 1.069 -2.367
H 2.699 2.360 1.331
H 3.512 1.076 0.397
H 4.365 2.585 0.874
H -1.147 -0.043 -4.819
H -3.824 -0.148 -3.595
O -3.803 -1.270 -7.529
S -3.356 0.091 -7.384
O -2.142 0.415 -6.676
C -3.317 0.855 -9.000
C -4.719 1.430 -9.176
C -5.079 2.075 -7.831
C -4.707 1.075 -6.729
H -3.054 0.110 -9.747
H -2.566 1.644 -8.974
H -4.754 2.150 -9.993
H -5.425 0.628 -9.403
H -4.504 2.994 -7.704
H -6.134 2.339 -7.780
H -4.374 1.569 -5.819
H -5.529 0.399 -6.504
O 0.075 -2.949 4.963
S 0.082 -3.279 6.368
O -0.874 -2.707 7.282
C 0.060 -5.060 6.527
C 1.532 -5.459 6.514
C 2.249 -4.436 7.405
C 1.745 -3.045 7.003
H -0.514 -5.492 5.710
H -0.408 -5.299 7.482
H 1.672 -6.477 6.873
H 1.924 -5.403 5.496
H 2.004 -4.629 8.451
H 3.332 -4.504 7.305
H 1.706 -2.362 7.848
H 2.346 -2.613 6.205
O 5.609 5.693 0.547
S 5.615 5.488 1.976
O 4.996 4.340 2.585
C 7.299 5.625 2.564
C 7.473 7.111 2.861
C 6.183 7.551 3.566
C 5.005 6.980 2.766
H 7.981 5.250 1.805
H 7.381 5.028 3.472
H 8.353 7.294 3.475
H 7.592 7.666 1.927
H 6.168 7.149 4.581
H 6.115 8.635 3.643
H 4.163 6.723 3.402
H 4.682 7.662 1.981
*
```

Summary:
HOMO level in eV: -8.5
SMILES: CCN[C@H](O[C@@H]([C@H](CCF)N(CCO[Si](C)(C)C)B(O)O)C(F)(F)C(F)(F)F)S(=O)(=O)C(F)(F)C(F)(F)F.O=S1(=O)CCCC1.O=S1(=O)CCCC1.O=S1(=O)CCCC1
Strongest force on any atom in eV/A: 3.907

Atomic partial charges in e from the Löwdin method, atoms 1 to 99: atom 1 (C): -0.079, atom 2 (C): -0.237, atom 3 (N): -0.028, atom 4 (C): -0.358, atom 5 (O): -0.024, atom 6 (C): -0.154, atom 7 (C): -0.226, atom 8 (C): -0.086, atom 9 (C): -0.202, atom 10 (F): -0.039, atom 11 (N): 0.019, atom 12 (C): -0.100, atom 13 (C): -0.234, atom 14 (O): -0.220, atom 15 (Si): 0.461, atom 16 (C): -0.168, atom 17 (C): -0.162, atom 18 (C): -0.152, atom 19 (B): -0.682, atom 20 (O): 0.145, atom 21 (O): 0.139, atom 22 (C): -0.376, atom 23 (F): 0.160, atom 24 (F): 0.145, atom 25 (C): -0.567, atom 26 (F): 0.207, atom 27 (F): 0.186, atom 28 (F): 0.159, atom 29 (S): 0.825, atom 30 (O): -0.277, atom 31 (O): -0.261, atom 32 (C): -0.489, atom 33 (F): 0.129, atom 34 (F): 0.146, atom 35 (C): -0.602, atom 36 (F): 0.208, atom 37 (F): 0.188, atom 38 (F): 0.153, atom 39 (H): 0.077, atom 40 (H): 0.071, atom 41 (H): 0.044, atom 42 (H): 0.118, atom 43 (H): 0.115, atom 44 (H): 0.115, atom 45 (H): 0.139, atom 46 (H): 0.151, atom 47 (H): 0.147, atom 48 (H): 0.111, atom 49 (H): 0.122, atom 50 (H): 0.125, atom 51 (H): 0.093, atom 52 (H): 0.131, atom 53 (H): 0.121, atom 54 (H): 0.119, atom 55 (H): 0.108, atom 56 (H): 0.030, atom 57 (H): 0.009, atom 58 (H): 0.028, atom 59 (H): 0.028, atom 60 (H): 0.036, atom 61 (H): 0.032, atom 62 (H): 0.036, atom 63 (H): 0.022, atom 64 (H): 0.004, atom 65 (H): 0.079, atom 66 (H): 0.107, atom 67 (O): -0.306, atom 68 (S): 0.678, atom 69 (O): -0.315, atom 70 (C): -0.229, atom 71 (C): -0.221, atom 72 (C): -0.212, atom 73 (C): -0.218, atom 74 (H): 0.109, atom 75 (H): 0.108, atom 76 (H): 0.115, atom 77 (H): 0.120, atom 78 (H): 0.117, atom 79 (H): 0.114, atom 80 (H): 0.094, atom 81 (H): 0.107, atom 82 (O): -0.339, atom 83 (S): 0.673, atom 84 (O): -0.316, atom 85 (C): -0.225, atom 86 (C): -0.218, atom 87 (C): -0.213, atom 88 (C): -0.215, atom 89 (H): 0.104, atom 90 (H): 0.110, atom 91 (H): 0.116, atom 92 (H): 0.121, atom 93 (H): 0.117, atom 94 (H): 0.115, atom 95 (H): 0.103, atom 96 (H): 0.106, atom 97 (O): -0.332, atom 98 (S): 0.673, atom 99 (O): -0.316